Record 1
The following is a DFT calculation (ωB97M-V with the def2-TZVPD basis set) of a molecular structure, C7H6.

```
13
Properties=species:S:1:pos:R:3:forces:R:3:mulliken_charge:R:1
C -1.396 0.032 -0.828 1.556 -1.241 -1.002 -0.557
C -0.871 1.195 -0.620 0.692 1.304 1.450 0.323
C 0.077 1.754 0.116 1.377 -2.882 -1.754 -0.401
C 1.036 0.617 -1.036 -1.169 2.321 1.929 -0.490
C -0.315 -1.092 -0.473 0.122 1.436 -2.960 -0.806
C 0.492 0.736 1.248 2.193 0.719 0.397 -0.395
C 0.878 -0.319 0.148 0.022 0.065 -0.145 0.114
H -2.266 -0.132 -1.371 -1.653 -0.755 -0.398 0.454
H -0.833 -1.722 0.136 -1.059 -2.066 2.050 0.432
H -0.042 -1.666 -1.433 -0.067 0.952 1.586 0.298
H 1.494 1.182 1.541 -1.146 -0.836 0.281 0.267
H -0.011 0.373 2.186 -0.258 0.724 -1.112 0.338
H 1.757 -0.957 0.385 -0.609 0.259 -0.324 0.423
```
Forces are in eV/Å.

Output
relative energy (zero: lowest compared OMol25 entry of this formula, charge and spin) = 156.77 kcal per mole
orbital gap = 0.3157 hartree
molar mass = 90.12 g mol⁻¹
LUMO level = -0.14 eV
multiplicity = 1

Record 2
The following is a DFT calculation (ωB97M-V with the def2-TZVPD basis set) of 31 unconnected molecules or ions with the total composition C31H90F8IN3O37S2.

```
172
Properties=species:S:1:pos:R:3:forces:R:3:mulliken_charge:R:1
C 0.275 3.703 6.107 0.792 1.148 -2.785 -0.267
C 0.710 4.050 5.013 -1.401 -1.193 1.959 -0.779
C 1.076 4.317 3.606 0.670 0.187 0.547 -0.189
C 0.611 3.306 2.598 -1.324 0.669 -1.252 0.159
N 1.094 2.142 2.357 -0.789 -0.278 2.005 0.830
C 2.275 1.801 3.228 4.123 -1.312 1.164 -0.594
O 2.151 1.493 4.401 -2.156 0.075 -0.079 -0.608
O 3.365 1.920 2.646 -0.817 0.525 -1.296 -0.607
C 0.488 1.349 1.246 1.223 3.093 -1.864 0.667
C 1.697 0.884 0.385 -0.286 -1.643 0.341 -1.887
C 2.455 -0.384 0.913 -0.125 -0.927 -1.517 -1.163
C 2.621 -1.435 -0.213 0.031 0.369 -0.869 0.690
C 3.392 -1.110 -1.352 -0.113 -0.303 -0.692 -0.295
C 3.557 -1.994 -2.443 -0.575 0.265 0.836 -0.995
C 2.918 -3.231 -2.386 -0.304 -0.476 0.235 -0.667
C 2.169 -3.599 -1.276 -0.021 1.194 1.111 -0.957
C 2.018 -2.691 -0.188 0.249 -0.221 -0.617 -0.601
N -0.555 0.412 1.667 0.743 -0.967 1.294 1.795
C -0.698 -0.704 0.849 -0.514 -1.238 -1.287 0.378
O -0.698 -0.728 -0.336 0.340 0.735 0.670 -0.500
F -0.917 -1.849 1.522 -0.120 0.833 0.293 -0.341
C -0.522 0.055 3.052 1.199 -1.325 2.144 0.112
O 0.326 -0.579 3.606 -0.977 0.990 -1.079 -0.251
F -1.586 0.445 3.781 0.225 0.400 -1.397 -0.454
C -0.209 2.578 0.511 -2.301 0.787 -0.449 -1.318
I -2.210 2.217 -0.362 0.211 -0.339 -0.006 0.282
C 0.532 3.192 -0.718 -0.092 -1.186 0.326 -0.015
O 0.182 2.907 -1.827 0.460 0.481 -0.068 -0.480
C 1.757 4.132 -0.640 -0.183 -0.060 0.010 1.593
F 2.415 4.115 0.528 -0.234 -0.332 0.396 -0.164
F 1.302 5.397 -0.788 -0.004 0.102 -0.330 -0.373
C 2.793 3.758 -1.762 0.415 0.782 0.631 0.160
F 4.007 4.066 -1.245 -0.068 0.146 0.056 -0.248
F 2.816 2.448 -1.976 -0.484 -0.312 -0.317 -0.191
C 2.679 4.594 -3.073 0.933 -0.162 -0.255 0.680
F 1.439 4.791 -3.512 -0.368 -0.241 -0.149 -0.269
F 3.217 5.810 -2.820 -0.061 0.205 0.055 -0.294
C 3.601 3.948 -4.144 0.514 -0.800 -0.931 0.248
O 4.562 3.312 -3.825 0.040 0.250 0.273 -0.518
O 3.344 4.127 -5.451 -0.849 0.577 0.890 -0.404
C -0.550 3.602 1.637 1.736 -0.589 1.043 -0.177
C -1.793 3.389 2.549 -0.166 1.329 0.719 -0.827
C -2.940 4.420 2.282 -0.364 -1.445 -0.716 -1.082
C -4.295 3.675 2.334 -0.619 0.090 0.007 -0.583
S -5.468 4.427 1.130 0.145 0.124 -0.733 -0.109
C -6.985 3.457 1.363 -0.003 -0.384 1.198 -0.178
S -7.863 3.782 2.707 0.352 -0.097 0.039 -0.267
N -7.321 2.485 0.419 -1.282 0.960 0.406 0.340
C -7.810 3.230 -0.807 0.836 -0.306 -0.971 -0.343
C -6.900 2.916 -2.021 0.047 0.506 0.161 -1.100
C -8.402 1.603 0.882 -0.752 -1.846 -0.646 -0.971
C -8.679 0.380 -0.068 0.305 0.794 0.384 -0.606
H -0.220 3.415 7.007 0.273 -0.033 0.045 0.489
H 2.180 4.427 3.575 -0.388 -0.246 -0.127 0.034
H 0.680 5.296 3.307 -0.048 -0.224 0.008 0.662
H 2.427 1.698 0.371 -0.397 -0.011 0.038 0.595
H 1.345 0.641 -0.624 -0.011 0.316 0.198 1.444
H 3.472 -0.108 1.183 -0.386 0.058 0.533 0.880
H 1.934 -0.909 1.723 0.252 0.437 0.208 0.305
H 3.864 -0.133 -1.447 -0.011 -0.040 0.252 0.598
H 4.131 -1.718 -3.329 -0.108 0.037 0.435 0.487
H 2.957 -3.948 -3.201 0.255 0.237 -0.024 0.494
H 1.645 -4.547 -1.232 0.132 0.069 -0.089 0.525
H 1.403 -2.934 0.678 0.076 -0.251 -0.178 0.524
H 2.510 4.615 -5.542 0.012 -0.016 -0.277 0.358
H -0.485 4.647 1.312 -0.159 -0.207 -0.088 1.123
H -2.162 2.365 2.584 0.202 0.151 -0.355 0.147
H -1.458 3.611 3.578 -0.035 -0.295 -0.203 0.366
H -2.834 4.768 1.247 0.093 0.391 0.327 0.563
H -2.902 5.229 3.013 -0.018 0.077 -0.311 0.309
H -4.769 3.729 3.319 0.173 -0.186 -0.134 0.544
H -4.171 2.638 2.003 0.006 0.154 0.313 0.200
H -7.838 4.297 -0.550 0.125 -0.148 -0.336 0.632
H -8.843 2.946 -1.081 0.620 -0.054 0.650 0.206
H -6.565 3.841 -2.508 -0.072 -0.207 0.037 0.329
H -6.009 2.386 -1.668 -0.179 0.083 -0.131 0.173
H -7.411 2.306 -2.771 0.030 0.046 0.208 0.304
H -9.360 2.137 0.984 0.370 0.242 0.079 0.432
H -8.179 1.154 1.856 0.225 0.488 -0.085 0.568
H -8.010 -0.459 0.138 0.117 0.321 -0.177 0.141
H -8.644 0.640 -1.127 0.253 0.029 0.189 0.089
H -9.684 0.005 0.122 0.126 0.194 0.033 0.267
O 4.941 -2.022 0.989 0.512 0.376 0.512 -0.232
H 5.174 -2.209 1.910 -0.012 -0.466 0.020 0.115
H 5.557 -1.324 0.739 0.008 -0.094 -0.254 0.261
O 4.898 -3.165 3.647 -0.126 0.317 -0.101 -0.645
H 4.346 -2.424 3.924 -0.039 -0.042 0.110 0.277
H 5.218 -3.541 4.482 0.055 0.096 -0.037 0.297
O 5.264 -0.644 -5.001 0.219 -0.267 -0.050 -0.529
H 5.061 0.282 -4.835 -0.008 -0.013 -0.059 0.181
H 6.146 -0.620 -5.406 -0.279 0.321 -0.059 0.315
O -10.105 -2.022 0.717 -0.219 -0.532 -0.314 -0.552
H -9.555 -2.002 1.507 -0.220 0.030 0.160 0.268
H -9.827 -2.831 0.257 -0.050 0.259 0.204 0.325
O 6.387 3.588 -6.321 0.166 -0.135 -0.158 -0.638
H 5.929 3.534 -5.477 -0.099 -0.066 0.217 0.388
H 6.293 4.501 -6.605 0.020 -0.035 -0.062 0.288
O -10.106 -1.285 3.440 0.038 0.152 0.241 -0.589
H -10.480 -1.504 4.299 0.049 -0.077 0.001 0.275
H -10.405 -0.385 3.275 0.023 -0.014 -0.105 0.302
O 4.039 -5.445 4.945 0.020 0.100 0.334 -0.608
H 3.738 -4.994 4.149 0.017 -0.238 -0.153 0.346
H 3.243 -5.853 5.301 0.131 -0.112 0.162 0.306
O 6.944 -3.623 5.700 0.368 0.006 -0.007 -0.677
H 7.443 -3.570 6.523 -0.219 -0.043 0.135 0.310
H 7.200 -4.474 5.325 -0.070 -0.013 -0.015 0.332
O -1.805 -1.834 5.428 0.055 0.051 -0.023 -0.698
H -1.558 -1.029 4.957 -0.135 -0.274 0.357 0.341
H -1.122 -2.468 5.189 0.001 -0.033 0.057 0.336
O 2.919 -6.025 2.366 -0.095 0.235 -0.175 -0.650
H 3.116 -5.205 1.896 0.012 -0.084 -0.138 0.322
H 3.627 -6.620 2.100 0.030 0.018 0.028 0.322
O 6.986 0.500 -7.050 0.306 -0.112 0.068 -0.582
H 6.906 1.459 -6.956 -0.132 0.093 0.037 0.236
H 7.873 0.370 -7.416 -0.024 0.059 -0.127 0.362
O -0.800 1.091 6.630 -0.028 -0.239 -0.028 -0.618
H -0.071 0.861 6.039 0.154 0.136 0.080 0.304
H -1.043 0.255 7.045 -0.038 0.006 -0.051 0.277
O 4.208 -3.043 -7.035 -0.032 0.218 -0.028 -0.663
H 4.399 -2.282 -6.469 -0.089 -0.026 0.094 0.263
H 4.338 -2.704 -7.929 0.235 0.045 0.042 0.375
O 3.914 5.232 3.873 0.275 0.159 -0.210 -0.652
H 4.639 5.326 4.499 -0.081 -0.073 0.109 0.300
H 4.340 4.919 3.066 0.019 -0.097 0.050 0.269
O 9.068 -0.847 -8.639 -0.278 -0.212 0.202 -0.623
H 9.826 -1.222 -9.096 0.056 0.069 0.008 0.298
H 8.615 -1.617 -8.262 0.401 0.029 -0.251 0.338
O 2.531 -3.150 -9.520 0.125 0.028 -0.001 -0.649
H 2.045 -2.389 -9.190 -0.037 -0.018 0.003 0.320
H 2.870 -3.575 -8.723 -0.230 -0.101 0.038 0.329
O -0.335 -2.688 -2.312 -0.336 -0.035 -0.442 -0.570
H -0.190 -1.921 -1.752 -0.005 -0.023 0.141 0.383
H -0.172 -2.363 -3.203 0.039 -0.109 -0.032 0.323
O -10.112 1.875 -2.370 -0.138 0.136 -0.489 -0.484
H -10.846 2.412 -2.705 -0.002 -0.164 0.170 0.274
H -10.166 1.067 -2.890 0.049 -0.046 0.060 0.244
O 7.507 -2.919 -6.886 0.184 0.406 -0.171 -0.633
H 7.112 -3.052 -6.019 -0.054 -0.139 -0.007 0.315
H 7.311 -1.996 -7.094 -0.371 -0.136 0.243 0.279
O 9.355 -1.873 4.810 0.001 -0.034 0.023 -0.618
H 9.050 -1.426 4.016 0.020 0.045 0.021 0.290
H 8.558 -2.281 5.172 -0.090 -0.028 -0.151 0.369
O -12.781 2.132 -2.043 -0.264 0.181 0.161 -0.657
H -13.352 2.814 -1.676 -0.074 -0.016 -0.086 0.314
H -12.396 1.704 -1.269 0.111 -0.063 -0.092 0.327
O -8.768 -4.400 0.384 0.570 -0.346 0.094 -0.658
H -8.217 -4.390 1.173 -0.123 0.069 0.078 0.273
H -8.503 -5.203 -0.087 -0.292 0.039 -0.224 0.339
O 6.655 5.079 -1.894 -0.063 0.025 0.053 -0.669
H 6.348 5.614 -2.632 0.051 0.025 -0.003 0.297
H 5.850 4.698 -1.526 0.222 0.021 -0.100 0.382
O 5.309 -4.368 -0.624 0.192 -0.918 -0.206 -0.612
H 5.099 -3.453 -0.453 -0.102 0.576 0.319 0.239
H 6.181 -4.345 -1.029 0.004 0.097 0.018 0.259
O -9.820 -6.272 -1.376 -0.199 -0.122 -0.047 -0.638
H -10.588 -5.969 -0.880 0.069 0.061 0.070 0.313
H -10.196 -6.682 -2.166 0.166 0.036 -0.163 0.318
O -6.134 -1.939 -0.711 0.126 -0.105 -0.003 -0.562
H -5.352 -2.072 -1.257 0.013 0.040 0.002 0.292
H -6.381 -2.828 -0.432 -0.137 0.029 -0.027 0.286
O 2.917 -7.334 7.341 -0.009 -0.098 -0.019 -0.618
H 3.416 -7.283 8.162 -0.004 0.105 -0.003 0.312
H 3.177 -8.178 6.959 -0.026 0.017 -0.056 0.318
O 5.454 1.185 4.920 -0.062 0.005 0.021 -0.727
H 4.585 1.439 4.576 -0.027 -0.007 -0.031 0.400
H 5.825 0.634 4.226 0.002 0.031 -0.036 0.276
O -10.487 -6.941 -4.462 0.092 0.016 0.066 -0.654
H -10.365 -6.080 -4.875 -0.053 0.035 0.055 0.330
H -9.773 -7.477 -4.823 -0.028 -0.060 0.031 0.324
O 7.664 -2.394 -0.534 0.107 0.194 0.068 -0.574
H 7.915 -2.621 0.368 -0.080 -0.124 -0.009 0.297
H 8.291 -1.709 -0.791 0.007 -0.047 -0.089 0.280
```
Forces are in eV/Å.

Output
orbital gap = 0.2480 hartree
molar mass = 1440.07 g mol⁻¹
LUMO level = -1.33 eV
multiplicity = 1

Record 3
The following is a DFT calculation (ωB97M-V with the def2-TZVPD basis set) of a molecular structure, C31H34Cl2FeNO8Si.

```
78
Properties=species:S:1:pos:R:3:forces:R:3:mulliken_charge:R:1
Fe -0.616 0.323 -0.007 0.078 -0.439 0.508 1.475
C 2.620 -0.194 0.299 0.103 -0.029 0.091 -0.936
O 1.747 -0.068 -0.805 -0.278 -0.001 0.183 0.051
C 2.114 0.892 -1.767 -0.304 0.479 -0.115 -0.228
C 1.586 2.296 -1.449 0.353 -0.291 0.131 -0.448
O 0.167 2.294 -1.537 -0.282 -0.336 -0.001 0.012
C -0.422 3.485 -1.026 -0.307 0.104 0.380 -0.173
C -1.933 3.292 -0.865 0.404 0.007 -0.343 -0.932
O -2.279 2.254 0.027 0.301 -0.297 -0.019 -0.192
C -2.329 2.641 1.389 -0.095 0.095 0.071 -0.675
H 3.598 -0.580 -0.020 -0.074 0.008 -0.051 0.310
H 2.140 -0.905 0.967 0.127 0.026 0.091 0.208
H 2.758 0.750 0.834 -0.040 -0.004 -0.050 0.327
H 1.673 0.541 -2.703 0.218 0.089 0.086 -0.457
H 3.207 0.937 -1.875 -0.052 -0.016 -0.015 0.558
H 2.004 3.018 -2.170 -0.040 -0.112 0.045 0.436
H 1.880 2.595 -0.435 -0.013 0.039 -0.132 0.143
H -0.238 4.322 -1.718 -0.057 -0.056 0.003 0.407
H 0.030 3.712 -0.053 -0.017 0.019 -0.195 0.086
H -2.373 3.010 -1.825 -0.026 0.099 0.013 0.320
H -2.375 4.242 -0.532 0.035 -0.050 -0.070 0.529
H -3.191 3.301 1.559 0.015 -0.052 0.003 0.362
H -1.417 3.144 1.710 0.060 0.000 -0.047 0.306
H -2.437 1.719 1.955 -0.035 0.069 0.118 0.017
Cl 0.950 -3.837 -2.821 0.186 -0.075 -0.154 -0.223
C -0.035 -3.968 -1.404 -0.022 0.120 0.259 0.950
C -0.153 -5.192 -0.780 -0.121 -0.007 0.118 -0.738
C -0.928 -5.278 0.371 0.193 0.184 -0.284 0.802
Cl -1.138 -6.853 1.087 -0.010 -0.111 0.111 -0.319
C -1.509 -4.150 0.978 0.102 -0.292 -0.096 0.147
C -2.246 -4.186 2.170 -0.119 -0.047 0.224 -1.115
C -2.722 -2.982 2.698 -0.024 0.225 -0.073 -0.773
C -2.474 -1.808 2.034 -0.281 0.128 0.336 -0.603
N -1.798 -1.724 0.869 0.345 0.745 -0.514 -0.169
C -1.337 -2.881 0.335 0.345 0.202 -0.259 0.217
C -0.648 -2.821 -0.895 -0.222 -0.370 -0.074 -1.042
O -0.643 -1.632 -1.600 0.399 -0.134 0.560 0.473
H 0.358 -6.058 -1.173 -0.030 -0.040 -0.036 0.461
H -2.434 -5.120 2.671 0.047 -0.113 0.008 0.389
H -3.275 -2.973 3.626 -0.067 0.060 0.050 0.414
H -2.845 -0.869 2.427 0.040 0.067 0.055 0.368
O 1.235 3.394 1.487 0.238 0.264 0.171 -0.880
C 1.028 2.380 2.182 0.037 0.183 -0.144 -0.257
O 0.452 1.330 1.810 -0.437 -0.519 -0.300 -0.462
C 1.505 2.415 3.621 -0.001 -0.032 0.064 0.063
C 2.265 3.478 4.093 -0.137 -0.060 -0.316 -0.539
C 2.683 3.549 5.417 0.019 -0.219 0.491 -1.028
C 2.300 2.517 6.244 -0.293 -0.400 -0.138 0.980
O 2.553 2.339 7.592 0.141 0.436 -0.566 -0.494
C 1.922 1.126 7.937 -0.013 -0.499 1.219 -0.275
O 1.306 0.563 6.809 -0.119 0.032 -0.604 -0.496
C 1.543 1.445 5.771 0.347 0.489 0.287 1.198
C 1.136 1.364 4.468 0.043 -0.044 0.140 -1.327
H 2.526 4.267 3.403 -0.049 -0.017 -0.076 0.473
H 3.276 4.375 5.781 0.040 0.058 0.058 0.416
H 1.162 1.317 8.714 0.158 0.000 -0.207 0.232
H 2.675 0.425 8.334 -0.133 0.147 -0.129 0.234
H 0.555 0.544 4.080 -0.068 -0.080 -0.039 0.648
C -2.729 -2.773 -3.327 0.699 0.493 0.193 -1.406
Si -1.472 -1.376 -3.003 -1.273 0.360 -0.618 0.176
C -2.340 0.278 -2.658 0.340 -0.718 -0.262 -0.608
C -0.283 -1.158 -4.465 -0.150 0.049 0.118 0.383
C 0.330 0.083 -4.644 -0.341 -0.177 0.108 -0.486
C 1.351 0.264 -5.557 0.257 0.012 -0.280 -0.241
C 1.780 -0.800 -6.335 -0.094 0.098 0.080 -0.582
C 1.121 -2.016 -6.242 0.112 -0.077 -0.233 -0.480
C 0.100 -2.188 -5.329 -0.267 0.117 0.193 -0.416
H -3.319 -2.581 -4.217 -0.065 0.163 -0.230 0.396
H -3.411 -2.862 -2.487 -0.071 0.022 0.221 0.356
H -2.239 -3.733 -3.453 0.138 -0.220 -0.006 0.316
H -2.819 0.714 -3.528 -0.083 0.071 -0.311 0.573
H -1.585 0.970 -2.295 0.099 0.158 -0.030 -0.489
H -3.083 0.177 -1.870 -0.053 -0.135 0.126 0.344
H -0.004 0.917 -4.048 0.013 0.233 0.162 0.351
H 1.819 1.232 -5.663 0.063 0.095 0.035 0.403
H 2.615 -0.682 -7.010 0.029 0.037 -0.131 0.372
H 1.412 -2.834 -6.887 0.032 -0.073 -0.004 0.401
H -0.402 -3.143 -5.270 0.008 -0.143 0.041 0.401
```
Forces are in eV/Å.

Output
relative energy (zero: lowest compared OMol25 entry of this formula, charge and spin) = 33.38 kcal per mole
orbital gap (spin up / spin down) = 0.1654 / 0.1932 hartree
molar mass = 703.45 g mol⁻¹
charge = -1
LUMO level (spin up / spin down) = 2.61 / 2.60 eV
multiplicity = 5

Record 4
The following is a DFT calculation (ωB97M-V with the def2-TZVPD basis set) of a molecular structure, C2H9BCaNO3P2S.

```
20
Properties=species:S:1:pos:R:3:forces:R:3:mulliken_charge:R:1
N -0.487 -2.534 -2.001 0.495 -0.013 -0.813 -0.844
P -0.579 -0.882 -2.047 -0.042 -0.264 0.053 0.151
C -0.902 -0.162 -0.448 -0.195 -0.175 0.102 0.222
C -0.485 -1.053 0.733 0.146 0.412 0.175 -0.268
O -0.330 -0.116 1.730 0.097 -0.123 -0.184 -0.477
B -0.097 1.246 1.090 0.404 0.014 -0.049 0.644
O -1.153 2.152 1.299 -0.107 0.064 -0.060 -0.603
P 1.720 1.957 1.560 0.022 0.067 -0.260 0.008
S 2.750 2.792 0.093 -0.011 -0.150 0.062 -0.458
O -0.025 0.907 -0.383 -0.385 0.084 0.287 -0.557
H -1.156 -2.960 -2.638 -0.146 0.012 0.200 0.253
H 0.662 -0.331 -2.397 0.007 0.019 -0.005 0.149
H -1.451 -0.474 -3.061 -0.015 0.002 0.030 0.186
H -1.962 0.107 -0.316 0.034 0.023 -0.165 0.358
H 0.524 -1.505 0.490 -0.047 -0.307 -0.130 0.045
H -1.197 -1.843 0.986 0.079 0.006 0.026 0.262
H -1.227 2.498 2.189 -0.019 0.021 0.130 0.293
H 2.447 0.923 2.190 -0.080 -0.026 0.106 0.025
H 1.522 2.802 2.673 0.046 -0.011 0.038 0.036
Ca 1.426 -3.522 -1.742 -0.282 0.346 0.458 1.574
```
Forces are in eV/Å.

Output
orbital gap = 0.0848 hartree
molar mass = 240.00 g mol⁻¹
charge = +1
LUMO level = -6.86 eV
multiplicity = 1